C3HN3O | wB97M-V/def2-TZVPD

Summary:
ΔE to the lowest compared entry with this formula, charge and spin: 65.7 kcal/mol
HOMO level (alpha / beta): -9.458 / -9.458 eV
Frontier orbital gap (alpha / beta): 8.33 / 8.33 eV
Multiplicity: 1
LUMO level (alpha / beta): -1.1 / -1.1 eV

Last column: Mulliken charge in e.
Positions of all 8 atoms, in Å:
N1 -0.63946 1.55493 1.25825  -0.1760
C1 -1.40076 0.96938 0.54860  -0.2641
C2 -0.15998 0.22893 -0.03907  0.4884
C3 0.41547 -1.01118 0.47382  0.0461
O1 1.24493 -1.64617 -0.13793  -0.5012
N2 0.90836 1.06603 -2.06074  -0.5221
N3 0.39069 0.72002 -1.12905  0.5875
H1 0.02806 -1.31631 1.46125  0.3414